Record 1
Molecular formula: C36H57N10O7
Method: DFT, ωB97M-V/def2-TZVPD

Output
Energy above the lowest of the compared OMol25 structures with the same formula, charge and spin: 241.2 kJ/mol
HOMO: -9.1 eV
LUMO energy: -5.7 eV

Geometry as ORCA input:
```
! RIJCOSX wB97M-V def2-TZVPD def2/J DEFGRID3
* xyz 1 1
C -3.055 -0.263 1.490
C -1.541 0.119 1.352
C -1.025 -0.801 0.164
C 0.313 -0.276 -0.375
C 0.091 1.113 -0.839
C -0.297 2.115 0.205
N -1.434 1.494 1.024
O -2.441 2.219 1.495
C -0.814 3.411 -0.454
C 0.863 2.465 1.134
C -0.823 -0.156 2.642
H -3.253 -1.238 1.573
H -3.668 -0.009 0.702
H -3.593 -0.017 2.210
H -1.638 -0.645 -0.615
H -0.833 -1.880 0.147
H 0.757 -0.922 -1.168
H 1.092 -0.168 0.383
H -0.609 0.821 -1.604
H 0.901 1.756 -1.343
H -0.778 3.994 0.343
H -1.765 3.331 -1.033
H -0.019 3.555 -1.037
H 1.359 1.687 1.891
H 0.543 3.078 1.891
H 1.400 3.280 0.828
H -1.190 0.402 3.527
H 0.312 0.292 2.630
H -1.054 -1.201 2.934
N 1.500 -5.517 -4.284
C 1.754 -4.160 -4.768
C 0.927 -3.178 -3.932
C 0.408 -3.967 -2.838
C 0.656 -5.491 -3.184
H 1.977 -6.505 -4.643
H 2.516 -3.998 -5.424
H 0.864 -2.228 -4.073
H -0.195 -3.575 -1.948
H 0.335 -6.251 -2.566
N -0.055 -5.670 3.298
C -0.032 -5.710 1.874
C 0.470 -4.355 1.374
C 0.770 -3.484 2.660
C 0.436 -4.507 3.732
H -0.576 -6.398 3.932
H -0.463 -6.605 1.208
H 0.602 -4.200 0.384
H 1.229 -2.553 2.908
H 0.671 -4.476 4.851
N -6.782 0.855 -0.259
C -5.658 1.733 -0.103
C -5.603 2.627 -1.226
C -6.695 2.269 -2.152
C -7.403 1.109 -1.498
H -7.062 0.103 0.303
H -5.136 1.867 0.861
H -4.771 3.412 -1.332
H -7.157 2.490 -3.176
H -8.245 0.529 -1.804
N 3.456 0.180 4.200
C 4.847 0.159 4.286
C 5.261 -1.308 4.470
C 3.951 -2.069 4.555
C 2.898 -1.001 4.481
H 3.011 1.157 4.217
H 5.304 1.161 3.929
H 6.317 -1.565 4.753
H 3.778 -3.275 4.743
H 1.809 -1.139 4.559
N 3.859 -0.885 1.049
C 4.361 -1.961 0.249
C 4.493 -1.485 -1.125
C 4.018 -0.059 -1.167
C 3.691 0.313 0.325
H 3.967 -0.888 2.082
H 4.447 -2.833 0.651
H 4.538 -2.240 -1.917
H 3.874 0.518 -2.112
H 3.315 1.337 0.775
N -3.827 -0.250 -2.559
C -3.916 -1.663 -2.346
C -2.589 -2.210 -3.180
C -1.958 -1.070 -3.792
C -2.787 0.211 -3.387
H -4.341 0.363 -2.047
H -4.853 -1.975 -1.845
H -2.401 -3.225 -3.411
H -1.093 -0.871 -4.410
H -2.746 1.189 -3.677
C 4.447 4.319 -2.415
N 3.362 5.202 -1.992
O 2.571 4.815 -1.059
O 3.197 6.097 -2.809
H 5.095 3.928 -1.603
H 5.140 4.718 -3.242
H 3.973 3.192 -2.649
C -2.414 4.276 6.223
N -2.077 3.481 5.029
O -1.676 4.108 4.004
O -2.361 2.287 5.007
H -1.656 3.982 6.869
H -3.303 3.984 6.398
H -2.071 5.396 6.217
C 1.798 2.579 -5.093
N 1.147 1.241 -4.843
O 1.446 0.781 -3.748
O 0.253 0.732 -5.664
H 0.928 2.903 -5.686
H 2.695 2.653 -5.616
H 1.738 2.982 -3.947
*
```

Here are the Mulliken charges for atoms 1 to 2, given in e: -3.14 1.55

Record 2
Molecular formula: C36H57NO10Pb
Method: DFT, ωB97M-V/def2-TZVPD

Output
HOMO: -7.5 eV
LUMO energy: 0.0 eV

Geometry as ORCA input:
```
! RIJCOSX wB97M-V def2-TZVPD def2/J DEFGRID3
* xyz 0 1
Pb -0.708 0.568 0.464
C -2.536 -2.183 1.176
C -2.675 -2.282 -0.321
O -2.420 -0.984 -0.875
C -2.039 -1.056 -2.259
C -2.183 0.323 -2.827
O -1.250 1.193 -2.185
C -1.476 2.546 -2.526
C -0.295 3.414 -2.080
O 0.451 2.842 -1.016
C 1.808 2.553 -1.339
C 1.941 1.269 -2.124
O 1.642 0.148 -1.318
C 2.768 -0.342 -0.603
C 2.339 -1.521 0.215
O 1.572 -1.070 1.335
C 1.043 -2.174 2.068
C -0.201 -2.715 1.415
O -1.239 -1.730 1.569
H -2.742 -3.156 1.633
H -3.232 -1.449 1.582
H -3.699 -2.581 -0.567
H -1.993 -3.004 -0.768
H -2.704 -1.744 -2.788
H -1.025 -1.458 -2.343
H -3.199 0.700 -2.664
H -1.987 0.304 -3.904
H -2.411 2.891 -2.073
H -1.588 2.633 -3.613
H -0.681 4.375 -1.730
H 0.365 3.617 -2.925
H 2.325 2.460 -0.383
H 2.254 3.397 -1.876
H 2.950 1.191 -2.546
H 1.231 1.256 -2.952
H 3.198 0.437 0.039
H 3.537 -0.668 -1.313
H 3.221 -2.059 0.579
H 1.750 -2.187 -0.425
H 0.818 -1.809 3.070
H 1.793 -2.968 2.146
H -0.510 -3.646 1.903
H -0.020 -2.872 0.349
C -3.423 0.775 2.668
C -2.190 1.165 3.210
C -1.620 2.143 2.305
C -2.594 2.288 1.241
C -3.695 1.465 1.478
C -4.989 1.389 0.697
C -4.934 2.285 -0.538
C -5.289 -0.048 0.255
C -6.129 1.873 1.606
C -0.603 3.286 2.572
C -0.825 3.914 3.953
C 0.865 2.855 2.425
C -0.812 4.438 1.574
C -1.724 0.545 4.534
C -2.082 -0.952 4.575
C -2.468 1.199 5.714
C -0.214 0.619 4.767
H -4.082 0.039 3.108
H -2.546 3.043 0.469
H -4.113 1.988 -1.195
H -4.791 3.333 -0.263
H -5.864 2.208 -1.106
H -4.551 -0.392 -0.474
H -6.282 -0.109 -0.197
H -5.270 -0.731 1.108
H -5.932 2.884 1.969
H -6.241 1.222 2.475
H -7.078 1.878 1.062
H -0.545 3.254 4.767
H -1.876 4.182 4.081
H -0.225 4.823 4.046
H 1.120 1.984 3.024
H 1.535 3.670 2.714
H 1.093 2.628 1.377
H -1.798 4.890 1.693
H -0.694 4.110 0.543
H -0.060 5.208 1.760
H -3.155 -1.124 4.492
H -1.762 -1.370 5.533
H -1.579 -1.496 3.774
H -3.544 1.050 5.606
H -2.291 2.269 5.782
H -2.154 0.741 6.656
H 0.333 0.199 3.920
H 0.044 0.030 5.651
H 0.153 1.628 4.938
O -1.302 -4.446 -2.580
C -0.241 -4.265 -1.961
O 0.307 -3.166 -1.673
C 0.462 -5.504 -1.404
C 0.039 -6.786 -1.731
C 0.655 -7.903 -1.179
C 1.693 -7.756 -0.270
C 2.088 -6.469 0.053
C 1.504 -5.348 -0.502
N 3.167 -6.279 1.043
O 3.378 -5.148 1.445
O 3.762 -7.263 1.434
H -0.787 -6.883 -2.424
H 0.321 -8.896 -1.448
H 2.183 -8.603 0.185
H 1.849 -4.358 -0.248
*
```

Here are the Mulliken charges for atoms 1 to 2, given in e: 2.65 -0.34

Record 3
Molecular formula: C36H59AlBClF9Li3N3O20P2S2
Method: DFT, ωB97M-V/def2-TZVPD

Output
HOMO: -3.7 eV
LUMO energy: -2.9 eV

Geometry as ORCA input:
```
! RIJCOSX wB97M-V def2-TZVPD def2/J DEFGRID3
* xyz -1 1
C 0.759 -2.960 -0.586
C 1.075 -1.682 -0.400
C 1.542 -0.119 -0.194
C 2.475 -0.206 1.105
C 2.983 -1.621 1.645
C 2.041 -2.385 2.728
Cl 2.866 -3.897 3.448
C 0.007 0.435 0.072
C -0.751 -0.327 1.315
O -1.624 0.609 2.038
C -2.769 0.943 1.224
O -3.596 -0.176 0.815
C -4.334 0.109 -0.411
C -4.114 -1.188 -1.384
O -5.240 -2.085 -1.142
O -0.919 0.070 -1.036
S -0.485 1.054 -2.290
O -1.582 0.965 -3.339
O -0.490 2.564 -1.966
C 1.208 0.485 -2.815
N 1.266 -0.951 -3.325
C 0.131 -1.530 -3.484
S -1.401 -2.238 -3.494
P 1.486 1.380 -4.408
O 1.086 2.899 -4.466
O 2.911 1.033 -5.337
O 0.322 0.758 -5.569
C 2.254 0.551 -1.533
C 3.596 -0.203 -2.052
C 3.972 -1.699 -1.744
C 5.321 -2.019 -0.848
N 3.407 -2.819 -2.232
C 2.881 1.970 -1.102
C 2.086 2.926 -0.017
C 3.351 3.069 -2.161
C 4.443 2.806 -3.272
H 0.959 -4.079 -0.826
H 1.864 0.276 1.982
H 3.435 0.462 1.090
H 3.293 -2.419 0.889
H 3.961 -1.416 2.262
H 1.618 -1.706 3.554
H 1.125 -2.803 2.133
H -0.117 1.525 0.329
H -0.052 -0.738 2.117
H -1.348 -1.244 0.904
H -2.396 1.606 0.342
H -3.446 1.647 1.862
H -5.440 0.277 -0.123
H -3.948 1.017 -1.005
H -3.995 -0.884 -2.492
H -3.139 -1.735 -1.055
H -5.085 -2.897 -1.683
H 2.989 0.045 -5.442
H -0.456 1.365 -5.600
H 4.591 0.373 -1.810
H 3.667 -0.140 -3.225
H 5.191 -3.034 -0.286
H 5.336 -1.219 0.007
H 6.282 -1.975 -1.484
H 3.905 -3.656 -1.884
H 3.869 1.798 -0.481
H 1.313 3.621 -0.507
H 2.893 3.668 0.405
H 1.733 2.379 0.923
H 3.887 3.870 -1.480
H 2.407 3.688 -2.469
H 5.404 3.462 -3.145
H 4.003 3.169 -4.296
H 4.824 1.748 -3.464
C 3.395 2.793 -8.435
C 4.838 2.402 -8.386
O 5.421 3.183 -9.405
C 4.653 4.311 -9.479
O 4.988 5.318 -10.033
O 3.459 4.150 -8.835
F 5.003 1.086 -8.706
H 2.826 2.222 -9.178
H 2.904 2.692 -7.465
H 5.328 2.615 -7.432
C -6.969 -4.137 -5.503
C -6.858 -2.945 -4.556
C -5.414 -2.638 -4.155
C -4.816 -3.826 -3.445
N -4.342 -4.773 -2.884
H -6.610 -5.058 -5.036
H -8.011 -4.302 -5.785
H -6.390 -3.966 -6.422
H -7.456 -3.145 -3.661
H -7.289 -2.064 -5.041
H -5.385 -1.770 -3.489
H -4.809 -2.407 -5.039
B -6.471 5.548 0.533
O -5.771 4.663 -0.415
C -4.819 4.029 0.265
O -4.054 3.222 -0.223
C -4.845 4.454 1.660
O -4.107 4.064 2.539
O -5.814 5.351 1.836
F -7.858 5.184 0.617
F -6.343 6.920 0.116
Li 3.777 0.637 -10.417
F -9.663 -2.811 1.955
Al -8.067 -2.529 1.212
F -7.485 -0.900 1.647
F -8.196 -2.657 -0.563
F -6.912 -3.750 1.808
O 1.580 -0.408 6.091
P 2.508 -0.242 7.307
O 2.222 -1.753 7.919
C 2.860 -2.857 7.291
C 4.329 -2.923 7.661
O 1.384 0.620 8.179
C 0.507 1.529 7.522
C -0.870 0.905 7.382
O 3.599 0.001 8.611
C 3.219 0.279 9.955
C 2.462 -0.838 10.647
H 2.737 -2.798 6.206
H 2.355 -3.764 7.632
H 4.871 -2.060 7.263
H 4.788 -3.830 7.262
H 4.457 -2.908 8.748
H 0.908 1.841 6.554
H 0.438 2.428 8.143
H -0.825 -0.075 6.901
H -1.534 1.550 6.803
H -1.312 0.745 8.371
H 2.680 1.229 10.014
H 4.156 0.436 10.500
H 1.460 -0.964 10.230
H 2.349 -0.618 11.712
H 2.986 -1.791 10.541
Li 0.537 4.388 -3.541
Li -4.373 -3.480 -6.023
F 3.011 -6.015 4.304
F -10.619 -2.359 -0.210
*
```

Here are the Mulliken charges for atoms 1 to 2, given in e: -1.14 -0.90

Record 4
Molecular formula: C36H60FN2O25P
Method: DFT, ωB97M-V/def2-TZVPD

Output
HOMO: -8.5 eV
Structure (SMILES): [H]/N=C/CO[P@@](=O)(OCCCN)OC[C@H](C)F.C[C@@H]1COC(=O)O1.C[C@@H]1COC(=O)O1.C[C@@H]1COC(=O)O1.C[C@@H]1COC(=O)O1.C[C@@H]1COC(=O)O1.C[C@@H]1COC(=O)O1.C[C@@H]1COC(=O)O1
LUMO energy: 0.0 eV

Geometry as ORCA input:
```
! RIJCOSX wB97M-V def2-TZVPD def2/J DEFGRID3
* xyz 0 1
C 0.885 3.415 1.245
C 0.918 3.015 2.702
F 2.160 3.318 3.240
C 0.642 1.513 2.830
O 1.396 0.865 3.868
P 1.082 1.251 5.362
O 0.015 2.225 5.570
O 0.733 -0.185 5.969
C 0.637 -0.219 7.392
C -0.165 -1.427 7.799
N -1.271 -1.678 7.245
O 2.457 1.680 5.997
C 3.699 1.296 5.312
C 3.938 -0.204 5.267
C 4.490 -0.741 3.919
N 4.237 0.115 2.759
H 1.042 4.483 1.135
H -0.077 3.125 0.825
H 1.662 2.870 0.712
H 0.153 3.551 3.259
H -0.421 1.344 2.988
H 0.953 1.010 1.918
H 0.121 0.668 7.763
H 1.628 -0.275 7.840
H 0.230 -2.057 8.597
H -1.670 -2.527 7.645
H 4.480 1.785 5.885
H 3.683 1.738 4.325
H 4.662 -0.452 6.043
H 3.044 -0.761 5.529
H 5.547 -0.959 3.992
H 4.016 -1.712 3.765
H 5.046 0.123 2.156
H 3.435 -0.184 2.223
C -1.487 -3.100 -0.068
C -1.013 -1.693 0.175
C -1.049 -0.784 -1.032
O 0.005 0.149 -0.745
C 0.896 -0.485 0.052
O 1.975 -0.056 0.321
O 0.398 -1.650 0.497
H -1.320 -3.734 0.800
H -2.555 -3.095 -0.288
H -0.954 -3.550 -0.906
H -1.551 -1.245 1.014
H -1.997 -0.263 -1.156
H -0.801 -1.313 -1.955
C -3.408 2.979 -1.278
C -3.917 2.469 -2.598
C -5.349 2.829 -2.931
O -5.754 1.726 -3.765
C -5.009 0.657 -3.422
O -5.209 -0.460 -3.782
O -3.996 1.023 -2.601
H -2.414 2.579 -1.069
H -3.344 4.066 -1.290
H -4.063 2.668 -0.468
H -3.250 2.763 -3.414
H -5.452 3.765 -3.473
H -5.983 2.843 -2.045
C -3.438 -5.253 -4.588
C -3.649 -6.006 -3.303
C -4.785 -5.506 -2.435
O -4.346 -5.871 -1.118
C -2.992 -5.924 -1.134
O -2.309 -6.019 -0.167
O -2.532 -5.842 -2.402
H -2.532 -5.587 -5.089
H -4.282 -5.409 -5.260
H -3.332 -4.183 -4.403
H -3.754 -7.077 -3.496
H -5.743 -5.970 -2.651
H -4.885 -4.419 -2.481
C -0.325 0.332 -4.559
C -0.795 -0.186 -5.892
C -2.216 0.184 -6.251
O -2.608 -0.899 -7.100
C -1.875 -1.982 -6.749
O -2.076 -3.087 -7.131
O -0.882 -1.624 -5.897
H 0.649 -0.086 -4.306
H -0.242 1.419 -4.576
H -1.023 0.045 -3.772
H -0.100 0.104 -6.685
H -2.305 1.129 -6.782
H -2.870 0.191 -5.375
C 8.745 2.816 1.930
C 8.736 1.385 1.463
C 7.674 1.043 0.443
O 7.445 -0.350 0.697
C 7.728 -0.576 1.999
O 7.413 -1.561 2.584
O 8.363 0.489 2.538
H 9.444 2.945 2.755
H 9.039 3.475 1.114
H 7.756 3.111 2.282
H 9.729 1.088 1.113
H 7.998 1.185 -0.584
H 6.749 1.589 0.613
C -8.614 -0.042 1.937
C -7.966 0.988 1.052
C -6.691 0.549 0.362
O -5.987 1.793 0.213
C -6.409 2.627 1.206
O -5.888 3.661 1.466
O -7.487 2.109 1.826
H -9.446 0.396 2.487
H -8.991 -0.871 1.338
H -7.901 -0.428 2.667
H -8.682 1.377 0.324
H -6.854 0.090 -0.610
H -6.089 -0.116 0.985
C 3.723 0.599 -4.371
C 4.784 0.834 -3.329
C 4.391 0.493 -1.907
O 5.206 1.398 -1.148
C 5.464 2.476 -1.925
O 5.966 3.479 -1.533
O 5.085 2.240 -3.201
H 4.043 0.987 -5.337
H 3.524 -0.467 -4.472
H 2.798 1.110 -4.097
H 5.712 0.326 -3.604
H 4.608 -0.533 -1.621
H 3.343 0.716 -1.698
*
```

Here are the Mulliken charges for atoms 1 to 2, given in e: -1.11 0.44